# 1
C40H39BBrIN9RhS | the ωB97M-V functional and the def2-TZVPD basis

Results
HOMO energy (alpha / beta) ... -13.073 / -13.026 eV
Charge ... +2
ΔE to the lowest compared entry with this formula, charge and spin ... 48.44 kJ/mol
HOMO-LUMO gap (alpha / beta) ... 7.99 / 3.95 eV
Multiplicity ... 5

Each line ends with the Löwdin spin population.
Atoms and positions in Å:
I  -1.191  2.890  0.606  0.0917
Rh  -0.001  0.478  -0.030  2.3992
Br  -2.383  5.725  2.136  0.0038
S  4.644  1.626  -0.169  0.0068
N  0.305  -2.262  1.368  0.0099
N  0.605  -1.094  -1.455  0.1079
N  -1.779  -2.102  -0.042  0.1933
N  2.251  2.486  -0.216  0.0046
N  3.476  -0.780  0.294  -0.0017
N  -1.960  -0.789  -0.093  0.1665
N  2.160  1.146  0.035  0.0742
N  0.496  -0.948  1.625  0.1009
N  0.454  -2.391  -1.134  0.0124
C  0.828  1.547  3.201  0.0066
C  -3.309  -0.600  -0.053  0.1222
C  1.316  -1.024  -2.587  0.0154
C  1.585  0.397  3.401  0.0028
C  1.089  -4.658  -1.997  0.0015
C  3.045  1.668  4.834  0.0014
C  -4.582  2.562  -1.574  0.0053
C  -2.473  6.923  -1.824  0.0006
C  -4.024  0.628  -0.233  0.1023
C  -1.740  4.639  -0.456  0.0267
C  0.824  -4.506  2.383  0.0015
C  -1.963  5.836  -2.518  0.0003
C  0.939  1.409  -2.811  0.0366
C  -5.682  2.799  -0.752  0.1433
C  0.858  -3.018  2.343  0.0087
C  -5.155  0.872  0.580  0.0702
C  2.699  0.467  4.240  0.0010
C  -3.965  -1.847  0.087  0.0491
C  2.775  1.579  -4.866  -0.0001
C  1.181  2.753  3.774  0.0017
C  3.453  2.911  -0.345  0.0024
C  1.066  -3.170  -2.053  0.0081
C  -3.742  1.504  -1.309  0.0904
C  1.188  2.633  -3.399  0.0034
C  2.296  2.815  4.599  0.0024
C  1.604  0.257  -3.227  0.0043
C  2.102  2.717  -4.441  0.0038
C  -2.611  6.870  -0.446  0.0013
C  -2.229  5.733  0.251  0.0054
C  -1.602  4.686  -1.834  0.0027
C  -2.973  -2.781  0.026  0.0188
C  1.444  -2.154  3.247  0.0061
C  2.530  0.356  -4.264  0.0022
C  -5.954  1.959  0.339  0.0115
C  1.189  -0.860  2.775  0.0148
C  4.065  5.050  0.781  0.0000
C  -3.095  -4.262  -0.038  0.0010
C  3.859  4.327  -0.559  0.0004
C  1.634  -2.328  -2.991  0.0060
C  3.320  0.540  0.096  0.0074
B  -0.384  -2.777  0.092  0.0102
H  4.374  6.079  0.604  0.0000
H  1.352  -4.853  3.267  0.0002
H  1.954  -2.427  4.155  0.0007
H  3.075  4.826  -1.129  0.0000
H  -3.014  7.711  0.102  0.0003
H  -2.500  -4.661  -0.858  -0.0001
H  -5.371  0.204  1.404  0.0017
H  1.559  -5.014  -1.079  0.0003
H  -2.765  7.820  -2.352  0.0000
H  4.388  -1.165  0.458  -0.0001
H  1.649  -5.044  -2.844  0.0002
H  3.306  -0.412  4.412  0.0000
H  3.906  1.716  5.487  0.0001
H  -6.344  3.629  -0.963  0.0065
H  -1.842  5.880  -3.592  0.0001
H  2.291  3.668  -4.921  0.0004
H  0.683  3.526  -3.054  0.0003
H  1.297  -4.942  1.503  0.0003
H  -1.225  3.824  -2.370  0.0004
H  -2.916  1.277  -1.972  0.0017
H  -0.089  1.445  2.640  0.0025
H  0.578  3.636  3.601  0.0005
H  -4.137  -4.526  -0.203  0.0002
H  3.135  5.058  1.350  0.0000
H  -0.514  -3.949  0.163  -0.0005
H  0.223  1.316  -1.988  0.0140
H  3.071  -0.524  -4.588  0.0002
H  -0.201  -4.877  2.428  0.0003
H  -4.396  3.198  -2.427  -0.0016
H  2.671  -1.329  0.552  -0.0003
H  -2.760  -4.736  0.885  0.0014
H  4.835  4.556  1.374  0.0000
H  0.080  -5.070  -2.033  0.0002
H  2.569  3.747  5.074  0.0001
H  4.781  4.355  -1.140  0.0002
H  -6.809  2.153  0.972  -0.0013
H  2.185  -2.631  -3.865  0.0008
H  -5.027  -2.022  0.127  0.0014
H  3.497  1.646  -5.668  0.0000



# 2
C40H39BrClGeN2ReSi | the ωB97M-V functional and the def2-TZVPD basis

Results
HOMO energy ... -13.439 eV
Charge ... +2
ΔE to the lowest compared entry with this formula, charge and spin ... 0.00 kJ/mol
HOMO-LUMO gap ... 5.99 eV

Each line ends with the Löwdin charge.
Atoms and positions in Å:
Re  0.143  1.597  0.068  1.4077
Br  4.977  3.830  -2.279  0.8703
Ge  0.056  -2.023  -0.483  1.0028
Cl  4.249  -2.949  3.998  0.7489
Si  -1.799  3.842  0.231  0.4785
N  1.515  1.760  -1.598  -0.0997
N  -1.480  2.126  0.834  -0.2146
C  0.080  -1.486  -5.183  -0.0606
C  -3.035  3.710  -1.146  -0.1436
C  1.255  1.768  1.847  -0.1899
C  3.107  -4.461  1.132  -0.0816
C  0.131  -1.720  -2.404  -0.2771
C  -4.066  -2.484  -0.011  -0.0673
C  -3.723  1.994  1.787  -0.0368
C  4.243  -3.858  0.620  -0.0769
C  3.231  0.236  1.847  -0.0415
C  2.811  2.788  -3.822  -0.0439
C  1.002  1.583  -2.827  -0.1034
C  -2.798  -1.973  -0.216  -0.1272
C  4.134  -2.695  -0.124  -0.0870
C  1.627  2.084  -3.958  0.0087
C  -2.427  1.485  1.664  -0.3134
C  -2.039  0.381  2.420  -0.0407
C  1.965  0.562  2.342  -0.3068
C  0.082  -0.085  0.101  -0.2431
C  -0.814  -0.758  -4.411  -0.0863
C  -2.086  4.983  1.655  -0.1336
C  2.103  -1.320  3.852  -0.0689
C  -1.664  -2.748  0.018  -0.2795
C  -4.608  1.408  2.671  -0.0370
C  -0.786  -0.879  -3.032  -0.1730
C  2.679  2.407  -1.458  -0.1703
C  -3.103  -4.568  0.678  -0.0596
C  1.027  -2.435  -3.191  -0.0786
C  0.999  -2.319  -4.574  -0.0510
C  -2.928  -0.200  3.305  -0.0389
C  3.366  -1.619  3.346  -0.6399
C  -4.210  0.316  3.439  -0.0352
C  -1.834  -4.059  0.457  -0.0910
C  -4.218  -3.783  0.444  -0.0588
C  1.732  -2.756  0.127  -0.2885
C  3.937  -0.844  2.345  -0.0960
C  -0.120  4.312  -0.525  -0.1829
C  1.858  -3.913  0.887  -0.0847
C  1.416  -0.229  3.359  -0.0368
C  2.886  -2.151  -0.368  -0.1478
C  3.359  2.935  -2.549  -0.6550
H  -2.701  -0.955  -0.570  0.0819
H  3.193  -5.362  1.722  0.1166
H  -1.198  5.004  2.289  0.0523
H  -2.996  4.594  -1.778  0.0522
H  4.922  -1.079  1.976  0.1144
H  -2.249  5.993  1.286  0.0555
H  2.811  -1.253  -0.968  0.0967
H  -1.040  -0.015  2.315  0.0629
H  0.032  3.990  -1.557  0.0325
H  -4.059  2.825  1.189  0.0818
H  0.094  0.992  -2.893  0.0725
H  0.570  2.181  2.594  0.0873
H  -1.506  -0.321  -2.446  0.0889
H  3.311  3.208  -4.683  0.1277
H  -3.220  -5.585  1.020  0.1152
H  3.683  0.834  1.069  0.1059
H  -5.205  -4.189  0.602  0.1140
H  -1.541  -0.116  -4.888  0.1164
H  -0.148  5.400  -0.552  0.0682
H  1.191  1.913  -4.931  0.1292
H  -5.607  1.803  2.764  0.1201
H  1.961  2.559  1.539  0.0813
H  1.750  -3.094  -2.730  0.1043
H  0.465  0.029  3.795  0.1065
H  -4.934  -1.873  -0.206  0.1107
H  0.767  4.091  0.069  0.0197
H  -4.062  3.608  -0.809  0.0397
H  -2.804  2.843  -1.769  0.0403
H  -2.622  -1.059  3.880  0.1191
H  -2.935  4.719  2.276  0.0416
H  -4.902  -0.128  4.137  0.1189
H  5.020  -2.222  -0.522  0.1167
H  0.989  -4.390  1.314  0.0907
H  5.213  -4.297  0.797  0.1182
H  -0.985  -4.708  0.605  0.0876
H  0.049  -1.410  -6.259  0.1151
H  1.684  -1.926  4.642  0.1172
H  3.086  2.487  -0.458  0.0949
H  1.695  -2.886  -5.175  0.1167